1.
{
  "formula": "C54H142N10O17",
  "method": "ωB97M-V with the def2-TZVPD basis set",
  "molar_mass_g_mol": 1203.8,
  "e_lumo_ev": 0.12,
  "charge": 0,
  "largest_force_ev_per_a": 3.41,
  "smiles": "COC[C@H](C)N.COC[C@H](C)N.COC[C@H](C)N.COC[C@H](C)N.COC[C@H](C)N.COCCNCCOC.COCCNCCOC.COCCNCCOC.COCCNCCOC.COCCNCCOC.CCO.CCO",
  "orbital_gap_ha": 0.3207,
  "e_above_lowest_kcal_mol": 109.9,
  "species": ["C", "O", "C", "C", "C", "N", "H", "H", "H", "H", "H", "H", "H", "H", "H", "H", "H", "C", "O", "C", "C", "C", "N", "H", "H", "H", "H", "H", "H", "H", "H", "H", "H", "H", "C", "O", "C", "C", "C", "N", "H", "H", "H", "H", "H", "H", "H", "H", "H", "H", "H", "C", "O", "C", "C", "C", "N", "H", "H", "H", "H", "H", "H", "H", "H", "H", "H", "H", "C", "O", "C", "C", "C", "N", "H", "H", "H", "H", "H", "H", "H", "H", "H", "H", "H", "C", "O", "C", "C", "N", "C", "C", "O", "C", "H", "H", "H", "H", "H", "H", "H", "H", "H", "H", "H", "H", "H", "H", "H", "C", "O", "C", "C", "N", "C", "C", "O", "C", "H", "H", "H", "H", "H", "H", "H", "H", "H", "H", "H", "H", "H", "H", "H", "C", "O", "C", "C", "N", "C", "C", "O", "C", "H", "H", "H", "H", "H", "H", "H", "H", "H", "H", "H", "H", "H", "H", "H", "C", "O", "C", "C", "N", "C", "C", "O", "C", "H", "H", "H", "H", "H", "H", "H", "H", "H", "H", "H", "H", "H", "H", "H", "C", "O", "C", "C", "N", "C", "C", "O", "C", "H", "H", "H", "H", "H", "H", "H", "H", "H", "H", "H", "H", "H", "H", "H", "C", "C", "O", "H", "H", "H", "H", "H", "H", "C", "C", "O", "H", "H", "H", "H", "H", "H"],
  "coordinates": [[-3.544, -5.856, -1.715], [-2.797, -5.451, -0.569], [-2.672, -6.353, 0.603], [-3.347, -5.698, 1.809], [-2.509, -4.614, 2.510], [-3.660, -6.680, 2.833], [-3.241, -5.270, -2.583], [-4.620, -5.726, -1.597], [-3.303, -6.906, -1.876], [-3.086, -7.325, 0.336], [-1.631, -6.549, 0.860], [-4.232, -5.213, 1.395], [-2.977, -4.187, 3.396], [-2.374, -3.878, 1.717], [-1.544, -5.100, 2.658], [-3.772, -7.618, 2.474], [-2.844, -6.833, 3.409], [-4.945, -1.359, -3.373], [-6.027, -0.542, -2.972], [-7.236, -1.164, -2.585], [-8.154, -1.802, -3.704], [-8.455, -0.764, -4.858], [-9.385, -2.363, -3.143], [-4.104, -0.778, -3.752], [-5.225, -2.074, -4.147], [-4.529, -1.971, -2.574], [-6.956, -1.963, -1.898], [-7.896, -0.505, -2.021], [-7.537, -2.603, -4.110], [-7.569, -0.278, -5.265], [-9.122, 0.039, -4.545], [-8.995, -1.203, -5.698], [-9.999, -2.552, -3.922], [-9.180, -3.247, -2.701], [-0.646, 11.375, -0.294], [0.345, 10.320, -0.205], [0.481, 9.917, 1.141], [1.493, 8.803, 1.202], [1.043, 7.455, 0.616], [1.884, 8.494, 2.537], [-1.634, 10.937, -0.152], [-0.635, 11.916, -1.240], [-0.509, 12.111, 0.498], [0.882, 10.754, 1.712], [-0.389, 9.679, 1.753], [2.354, 9.184, 0.652], [1.881, 6.776, 0.456], [0.609, 7.531, -0.381], [0.248, 6.984, 1.194], [2.382, 7.616, 2.539], [0.987, 8.267, 2.943], [-2.543, 4.373, -3.750], [-2.160, 5.593, -3.350], [-2.897, 6.679, -3.950], [-2.351, 8.053, -3.527], [-2.965, 9.129, -4.428], [-0.940, 8.202, -3.591], [-3.456, 4.008, -3.280], [-1.764, 3.673, -3.449], [-2.552, 4.256, -4.834], [-2.806, 6.579, -5.031], [-3.934, 6.590, -3.627], [-2.546, 8.171, -2.461], [-2.660, 10.104, -4.047], [-4.044, 9.282, -4.405], [-2.518, 9.146, -5.422], [-0.646, 8.804, -2.836], [-0.584, 7.295, -3.326], [7.445, 2.452, 6.238], [6.658, 2.314, 4.995], [5.410, 2.980, 5.106], [4.626, 2.865, 3.808], [5.342, 3.442, 2.570], [3.341, 3.496, 3.983], [6.878, 1.869, 6.964], [7.459, 3.489, 6.572], [8.440, 2.010, 6.181], [4.821, 2.515, 5.897], [5.578, 4.035, 5.323], [4.551, 1.817, 3.518], [6.292, 3.076, 2.180], [5.369, 4.532, 2.582], [4.652, 3.360, 1.730], [2.719, 3.061, 3.317], [2.914, 3.196, 4.847], [4.861, -11.251, -0.377], [4.928, -10.571, 0.864], [5.254, -9.233, 0.588], [5.590, -8.583, 1.924], [4.636, -8.803, 3.022], [3.306, -8.128, 2.848], [3.305, -6.621, 2.592], [3.841, -6.233, 1.377], [4.051, -4.806, 1.144], [5.823, -11.206, -0.887], [4.045, -10.896, -1.006], [4.769, -12.313, -0.146], [4.403, -8.823, 0.044], [6.151, -9.059, -0.006], [5.756, -7.526, 1.716], [6.624, -8.875, 2.105], [5.133, -8.397, 3.802], [2.683, -8.376, 3.706], [2.671, -8.532, 2.060], [3.833, -6.058, 3.362], [2.284, -6.239, 2.612], [3.120, -4.249, 1.242], [4.484, -4.478, 0.199], [4.590, -4.395, 1.997], [-6.478, 6.943, 3.431], [-5.448, 5.962, 3.441], [-5.170, 5.604, 2.057], [-3.876, 4.685, 2.030], [-4.121, 3.327, 2.486], [-4.939, 2.414, 1.629], [-5.090, 0.974, 2.206], [-5.949, 1.068, 3.313], [-6.173, -0.224, 3.905], [-6.680, 7.272, 4.451], [-7.416, 6.517, 3.077], [-6.291, 7.862, 2.876], [-4.898, 6.456, 1.434], [-6.031, 5.213, 1.514], [-3.064, 5.191, 2.552], [-3.456, 4.677, 1.024], [-4.574, 3.409, 3.386], [-4.659, 2.480, 0.578], [-5.935, 2.856, 1.656], [-4.147, 0.559, 2.561], [-5.660, 0.321, 1.545], [-5.259, -0.477, 4.442], [-6.407, -0.929, 3.107], [-7.001, -0.086, 4.599], [3.200, -9.004, -11.000], [1.947, -8.567, -10.439], [1.326, -7.538, -11.193], [-0.004, -7.143, -10.516], [0.105, -6.547, -9.169], [0.927, -5.309, -9.111], [0.815, -4.602, -7.801], [1.361, -5.327, -6.657], [1.144, -4.735, -5.390], [3.535, -9.973, -10.631], [3.926, -8.308, -10.579], [3.266, -8.982, -12.088], [1.101, -7.835, -12.218], [1.997, -6.686, -11.298], [-0.615, -8.044, -10.455], [-0.548, -6.485, -11.194], [0.615, -7.268, -8.679], [0.581, -4.572, -9.836], [1.993, -5.524, -9.185], [-0.210, -4.329, -7.550], [1.378, -3.678, -7.929], [0.080, -4.611, -5.189], [1.654, -3.774, -5.453], [1.623, -5.312, -4.599], [-1.053, -3.220, 11.575], [-0.804, -2.601, 10.362], [-1.914, -2.583, 9.529], [-1.530, -1.708, 8.326], [-0.358, -2.191, 7.555], [-0.199, -1.461, 6.326], [1.149, -1.863, 5.790], [2.187, -1.403, 6.652], [3.498, -1.772, 6.274], [-1.600, -2.432, 12.092], [-0.156, -3.409, 12.166], [-1.577, -4.175, 11.600], [-2.744, -2.025, 9.964], [-2.365, -3.510, 9.177], [-1.351, -0.678, 8.635], [-2.416, -1.736, 7.693], [0.523, -1.979, 8.002], [-0.272, -0.394, 6.537], [-0.993, -1.696, 5.617], [1.311, -1.504, 4.773], [1.100, -2.951, 5.764], [4.132, -1.700, 7.157], [3.897, -1.077, 5.535], [3.555, -2.817, 5.968], [4.466, 6.166, -3.470], [4.289, 4.944, -4.235], [3.118, 4.183, -3.944], [2.946, 2.920, -4.826], [4.107, 2.041, -4.745], [4.036, 1.030, -5.830], [5.232, 0.068, -5.671], [6.431, 0.795, -5.944], [7.463, -0.139, -6.035], [3.750, 6.932, -3.765], [5.468, 6.568, -3.620], [4.247, 6.145, -2.402], [2.172, 4.724, -3.973], [3.292, 3.956, -2.892], [2.750, 3.100, -5.883], [2.065, 2.359, -4.511], [4.967, 2.560, -4.849], [3.948, 1.495, -6.812], [3.098, 0.490, -5.697], [5.086, -0.588, -6.529], [5.341, -0.408, -4.697], [8.355, 0.423, -6.313], [7.390, -0.823, -6.880], [7.609, -0.656, -5.087], [-0.093, 0.153, -0.594], [0.322, 1.440, 0.255], [-0.127, 1.431, 1.585], [0.183, -0.679, 0.054], [0.436, 0.172, -1.547], [-1.165, 0.057, -0.769], [0.001, 2.366, -0.222], [1.409, 1.417, 0.329], [-0.968, 1.886, 1.668], [-1.100, 4.418, 6.733], [-0.353, 5.287, 7.796], [-0.010, 6.494, 7.194], [-0.625, 4.517, 5.757], [-2.142, 4.694, 6.566], [-1.127, 3.393, 7.102], [0.515, 4.726, 8.142], [-1.000, 5.475, 8.653], [-0.870, 6.898, 7.055]]
}


2.
{
  "formula": "Hg5O12S3",
  "method": "ωB97M-V with the def2-TZVPD basis set",
  "molar_mass_g_mol": 1291.1,
  "e_lumo_ev": -18.52,
  "charge": 4,
  "largest_force_ev_per_a": 9.35,
  "orbital_gap_ha": 0.0655,
  "e_above_lowest_kcal_mol": 0.0,
  "species": ["Hg", "Hg", "Hg", "Hg", "Hg", "S", "O", "O", "O", "O", "S", "O", "O", "O", "O", "S", "O", "O", "O", "O"],
  "coordinates": [[1.861, -0.348, 1.092], [-0.313, 2.134, -4.529], [-3.215, -0.075, -0.242], [1.493, 3.279, -0.106], [0.644, -3.062, -2.070], [2.016, 2.808, 2.722], [1.843, 4.171, 2.037], [0.891, 2.478, 3.697], [1.970, 1.848, 1.651], [3.344, 2.746, 3.399], [-2.316, -3.510, -0.120], [-2.274, -4.091, 1.174], [-1.047, -3.236, -0.848], [-3.134, -4.460, -0.859], [-2.850, -2.146, -0.094], [0.147, 0.262, -1.415], [0.855, -1.024, -1.646], [-1.139, 0.085, -0.873], [0.976, 1.007, -0.403], [0.248, 1.136, -2.567]]
}


3.
{
  "formula": "C47H93As3NO4SSbSi3Sn",
  "method": "ωB97M-V with the def2-TZVPD basis set",
  "molar_mass_g_mol": 1317.8,
  "e_lumo_ev": 0.33,
  "charge": 0,
  "largest_force_ev_per_a": 0.78,
  "orbital_gap_ha": 0.2705,
  "species": ["Sn", "C", "C", "C", "C", "C", "C", "C", "H", "H", "H", "H", "H", "H", "H", "H", "C", "O", "Si", "C", "C", "C", "Si", "C", "C", "C", "Si", "C", "C", "C", "H", "H", "H", "H", "H", "H", "H", "H", "H", "H", "H", "H", "H", "H", "H", "H", "H", "H", "H", "H", "H", "H", "H", "H", "H", "H", "H", "C", "As", "C", "C", "C", "C", "C", "As", "C", "C", "C", "As", "C", "C", "H", "H", "H", "H", "H", "H", "H", "H", "H", "H", "H", "H", "H", "H", "H", "H", "H", "H", "H", "H", "H", "H", "H", "H", "H", "H", "H", "O", "S", "O", "N", "C", "O", "C", "C", "C", "C", "C", "C", "H", "H", "H", "H", "C", "C", "C", "C", "Sb", "C", "C", "C", "C", "C", "C", "C", "C", "H", "H", "H", "H", "H", "H", "H", "H", "H", "H", "H", "H", "H", "H", "H", "H", "H", "H", "H", "H", "H", "H", "H", "H", "H", "H", "H"],
  "coordinates": [[-0.331, -0.546, 0.139], [0.169, -2.792, -4.201], [0.480, -2.788, -2.732], [1.862, -2.615, -2.293], [2.212, -2.862, -1.029], [1.222, -3.517, -0.083], [-0.136, -2.829, -0.324], [-0.458, -2.860, -1.772], [0.504, -1.867, -4.679], [-0.903, -2.896, -4.373], [0.679, -3.619, -4.701], [2.595, -2.252, -3.007], [3.222, -2.670, -0.690], [1.091, -4.552, -0.454], [-0.937, -3.344, 0.210], [-1.508, -2.876, -2.056], [2.441, 0.613, 1.440], [1.955, -0.699, 1.163], [2.628, -2.037, 1.941], [2.705, -1.664, 3.786], [4.449, -1.831, 1.434], [1.737, -3.637, 1.394], [3.160, -4.960, 1.488], [4.422, -4.840, 0.085], [2.708, -6.795, 1.417], [4.089, -4.818, 3.133], [0.269, -4.442, 2.367], [-1.446, -3.701, 2.731], [-0.304, -5.931, 1.327], [0.834, -5.125, 4.047], [2.665, 0.740, 2.504], [1.674, 1.337, 1.158], [3.339, 0.814, 0.853], [3.688, -1.263, 4.044], [2.548, -2.542, 4.412], [1.957, -0.913, 4.044], [4.794, -0.875, 1.837], [4.607, -1.798, 0.353], [5.108, -2.600, 1.837], [5.110, -4.000, 0.194], [3.945, -4.759, -0.893], [5.018, -5.757, 0.084], [2.331, -7.096, 0.436], [1.988, -7.111, 2.172], [3.635, -7.351, 1.589], [4.382, -3.801, 3.397], [4.998, -5.423, 3.082], [3.486, -5.209, 3.955], [-1.701, -2.824, 2.140], [-1.564, -3.436, 3.780], [-2.181, -4.478, 2.508], [-1.179, -5.667, 0.727], [-0.607, -6.736, 2.005], [0.440, -6.338, 0.647], [1.500, -4.458, 4.597], [1.352, -6.081, 3.935], [-0.046, -5.298, 4.671], [-1.700, 4.904, -0.766], [-1.789, 3.157, 0.167], [-1.015, 3.850, 1.837], [-3.693, 3.282, 0.666], [-4.726, 2.529, -0.187], [-4.423, 2.734, -1.676], [-4.816, 1.009, 0.106], [-3.315, -0.256, -0.147], [-4.281, -1.809, 0.543], [-3.569, -0.651, -2.063], [-6.122, 3.064, 0.193], [-6.884, 4.849, -0.225], [-5.381, 6.121, -0.169], [-7.021, 4.752, -2.189], [-2.208, 5.663, -0.169], [-2.158, 4.849, -1.754], [-0.656, 5.194, -0.887], [-0.236, 4.578, 1.610], [-0.580, 3.044, 2.426], [-1.795, 4.324, 2.435], [-3.941, 4.342, 0.641], [-3.771, 2.964, 1.700], [-3.495, 2.218, -1.939], [-4.289, 3.794, -1.898], [-5.228, 2.342, -2.303], [-5.600, 0.604, -0.539], [-5.122, 0.840, 1.141], [-5.255, -1.897, 0.061], [-4.426, -1.683, 1.617], [-3.711, -2.720, 0.365], [-4.619, -0.600, -2.350], [-3.193, -1.654, -2.266], [-2.996, 0.050, -2.672], [-6.220, 2.986, 1.280], [-6.890, 2.396, -0.215], [-4.987, 6.194, 0.845], [-5.776, 7.099, -0.443], [-4.576, 5.864, -0.858], [-7.640, 3.900, -2.471], [-6.052, 4.670, -2.680], [-7.514, 5.657, -2.544], [-3.666, 1.999, 4.440], [-3.697, 0.638, 3.977], [-4.975, 0.102, 3.595], [-2.616, 0.388, 2.758], [-1.650, -0.418, 3.134], [-0.667, -0.793, 2.403], [-1.784, -0.919, 4.549], [-0.980, -1.814, 5.228], [-1.283, -2.113, 6.549], [-2.376, -1.527, 7.180], [-3.210, -0.660, 6.488], [-2.897, -0.392, 5.172], [-0.157, -2.280, 4.722], [-0.662, -2.811, 7.096], [-2.583, -1.755, 8.217], [-4.075, -0.211, 6.958], [2.230, 4.552, -0.810], [3.262, 3.843, -1.689], [3.663, 4.762, -2.837], [4.483, 3.499, -0.836], [2.329, 1.877, -2.236], [3.948, 0.895, -3.437], [4.728, 0.086, -2.398], [4.895, 1.833, -4.178], [3.304, -0.061, -4.439], [0.754, 2.371, -3.738], [-0.277, 3.253, -3.036], [1.279, 3.057, -4.995], [0.083, 1.045, -4.098], [2.692, 5.419, -0.321], [1.844, 3.889, -0.028], [1.387, 4.914, -1.401], [4.153, 5.656, -2.429], [2.791, 5.097, -3.402], [4.360, 4.288, -3.527], [4.871, 4.409, -0.363], [5.288, 3.066, -1.434], [4.228, 2.793, -0.039], [5.196, 0.733, -1.651], [5.527, -0.484, -2.892], [4.074, -0.622, -1.880], [5.475, 2.445, -3.485], [4.363, 2.489, -4.870], [5.610, 1.237, -4.761], [2.527, -0.666, -3.972], [4.066, -0.741, -4.841], [2.866, 0.478, -5.281], [0.101, 4.263, -2.860], [-0.586, 2.827, -2.078], [-1.172, 3.342, -3.666], [1.631, 4.067, -4.781], [0.478, 3.137, -5.742], [2.101, 2.499, -5.447], [-0.265, 0.515, -3.205], [0.751, 0.382, -4.649], [-0.790, 1.238, -4.735]]
}


4.
{
  "formula": "C5H6N3",
  "method": "ωB97M-V with the def2-TZVPD basis set",
  "molar_mass_g_mol": 108.1,
  "e_lumo_ev": -5.91,
  "charge": 1,
  "largest_force_ev_per_a": 4.37,
  "orbital_gap_ha": 0.2937,
  "e_above_lowest_kcal_mol": 117.1,
  "species": ["C", "C", "C", "C", "C", "N", "N", "N", "H", "H", "H", "H", "H", "H"],
  "coordinates": [[-1.096, 2.384, -1.468], [0.574, 0.033, 0.655], [0.196, 1.232, 0.269], [-0.670, -2.084, -0.678], [1.563, -0.299, 1.689], [-0.331, 2.037, -0.554], [-0.628, -3.244, -0.392], [-1.471, 2.764, -2.561], [-0.138, -0.828, 0.384], [1.813, -1.334, 1.678], [1.108, -0.341, 2.672], [2.399, 0.429, 1.669], [-1.054, -4.111, -0.586], [-2.266, 3.362, -2.778]]
}


5.
{
  "formula": "C4H6",
  "method": "ωB97M-V with the def2-TZVPD basis set",
  "s2": 0.783,
  "spin_multiplicity": 2,
  "molar_mass_g_mol": 54.1,
  "e_lumo_ev": [-6.90, -8.24],
  "charge": 1,
  "largest_force_ev_per_a": 4.38,
  "orbital_gap_ha": [0.3365, 0.2907],
  "e_above_lowest_kcal_mol": 23.4,
  "species": ["C", "C", "C", "C", "H", "H", "H", "H", "H", "H"],
  "coordinates": [[1.014, 0.714, 0.835], [-0.321, -0.024, 0.728], [-0.910, -0.793, -0.221], [-0.220, -0.256, -1.291], [1.217, 0.966, 1.898], [1.005, 1.658, 0.210], [1.964, 0.237, 0.552], [-1.924, -1.208, -0.136], [-0.499, 0.822, -1.549], [0.857, -0.328, -1.284]]
}


6.
{
  "formula": "H6O3",
  "method": "ωB97M-V with the def2-TZVPD basis set",
  "molar_mass_g_mol": 54.0,
  "e_lumo_ev": 0.71,
  "charge": 0,
  "largest_force_ev_per_a": 0.33,
  "smiles": "O.O.O",
  "orbital_gap_ha": 0.4439,
  "e_above_lowest_kcal_mol": 13.8,
  "species": ["O", "H", "H", "O", "H", "H", "O", "H", "H"],
  "coordinates": [[-12.733, 12.086, 6.329], [-13.138, 12.780, 5.808], [-13.192, 11.288, 6.064], [-13.147, 6.860, 8.809], [-12.531, 6.852, 8.077], [-12.652, 7.235, 9.537], [-10.300, 6.712, 5.423], [-9.511, 6.177, 5.509], [-10.514, 6.676, 4.491]]
}